{"formula": "C21H36Br4CrN2O5S4Si", "method": "ωB97M-V/def2-TZVPD", "symbols": ["Cr", "Br", "C", "C", "Br", "C", "Br", "C", "O", "C", "O", "C", "Br", "S", "C", "S", "S", "N", "C", "C", "N", "H", "H", "H", "H", "H", "H", "H", "H", "H", "C", "C", "C", "C", "O", "Si", "S", "O", "C", "C", "C", "C", "O", "C", "C", "C", "C", "H", "H", "H", "H", "H", "H", "H", "H", "H", "H", "H", "H", "H", "H", "H", "H", "H", "H", "H", "H", "H", "H", "H", "H", "H", "H", "H"], "positions_angstrom": [[-1.51153, -2.41373, 0.38554], [-3.88945, -4.80976, -5.62483], [-3.75428, -4.00338, -3.91915], [-4.89070, -3.53860, -3.27737], [-6.57995, -3.65665, -4.11647], [-4.78672, -2.97616, -2.00818], [-6.29538, -2.27371, -1.11000], [-3.56610, -2.88265, -1.35068], [-3.41476, -2.41269, -0.16277], [-2.37863, -3.31606, -2.03379], [-1.25772, -3.14293, -1.42137], [-2.51170, -3.87345, -3.30089], [-0.91838, -4.41013, -4.16535], [0.59792, -4.13616, 3.80242], [0.02422, -3.79436, 2.29458], [-1.35854, -4.53276, 1.55190], [0.65635, -2.51991, 1.31440], [-1.08267, 1.58801, 3.18188], [-2.14142, 0.65129, 2.79077], [-1.74812, -0.75563, 3.23678], [-2.32186, -1.77132, 2.36252], [-1.36979, 2.54409, 2.99690], [0.16558, 1.27812, 2.13735], [-0.91578, 1.49823, 4.18005], [-2.21693, 0.66187, 1.69748], [-3.11427, 0.93731, 3.21255], [-2.04033, -0.92323, 4.28405], [-0.66030, -0.85339, 3.16543], [-3.31846, -1.60502, 2.21362], [-2.24444, -2.67560, 2.83610], [2.57233, -0.13417, 2.62054], [2.20556, 1.27484, 2.18430], [3.26475, 1.84980, 1.25390], [2.04311, 2.19585, 3.39486], [0.93322, 1.24737, 1.47584], [0.52888, 0.76123, -0.28482], [-1.36241, -0.01702, -0.44677], [1.87960, -0.06102, -0.51064], [2.56774, -0.62656, -1.61873], [1.59927, -1.42541, -2.48200], [3.63797, -1.53568, -1.01126], [3.20572, 0.50945, -2.42571], [0.72148, 2.22224, -0.94601], [-0.11866, 3.27308, -1.38055], [-0.52028, 2.99801, -2.82921], [0.72029, 4.55057, -1.28045], [-1.36771, 3.40043, -0.51038], [3.59181, -0.16396, 2.99230], [2.48649, -0.81910, 1.78333], [1.90321, -0.48953, 3.39943], [4.18527, 2.03383, 1.80139], [2.91352, 2.77933, 0.81784], [3.46238, 1.15169, 0.45292], [2.99687, 2.29106, 3.90573], [1.32405, 1.78991, 4.09943], [1.72184, 3.18663, 3.08138], [1.04803, -2.13092, -1.86168], [2.12798, -1.97543, -3.25474], [0.88802, -0.75089, -2.95367], [3.15740, -2.33371, -0.45166], [4.26946, -0.97274, -0.32625], [4.25934, -1.96627, -1.79087], [2.42495, 1.16213, -2.80419], [3.77516, 0.11453, -3.26236], [3.86798, 1.09819, -1.79487], [0.35872, 2.95714, -3.46872], [-1.18856, 3.77438, -3.19047], [-1.02656, 2.03798, -2.86879], [1.65764, 4.42246, -1.81379], [0.94601, 4.76412, -0.23942], [0.17717, 5.39043, -1.70224], [-1.98857, 2.51946, -0.64287], [-1.92175, 4.28886, -0.80084], [-1.08457, 3.47580, 0.53733]], "atomic_forces_ev_per_a": [[0.3190, -0.3902, -0.4677], [0.0597, -0.0095, -0.0423], [-0.2139, -0.0033, -0.1253], [-0.0514, -0.0977, -0.2198], [-0.0886, -0.0137, -0.0247], [-0.1103, 0.0982, 0.1231], [0.0129, 0.0079, 0.1255], [-0.0213, -0.3347, -1.1009], [0.6137, 0.3002, 0.9931], [-1.3087, 0.0429, -0.6527], [0.7293, 0.3214, 1.6286], [0.2930, -0.0119, 0.0192], [0.0907, 0.0024, 0.0598], [0.1473, -0.1440, 0.3475], [-0.2204, -0.2416, 0.0414], [-0.0173, 0.4191, -0.0533], [-0.2203, 0.1937, -0.5833], [-0.0171, 0.0050, -0.0627], [-0.4032, -0.2990, -0.0944], [0.1870, 0.4367, -0.0025], [-0.3156, -0.4677, -0.0419], [0.0119, -0.0102, 0.1143], [-0.3027, 0.1038, 0.2467], [0.0828, 0.1580, -0.0543], [-0.0310, 0.0379, 0.3047], [0.0611, -0.0601, -0.0257], [0.0886, 0.0370, -0.1325], [-0.0257, -0.0520, 0.0663], [0.1434, -0.1059, -0.1205], [-0.1373, 0.0827, -0.1906], [-0.1442, 0.1579, -0.1783], [1.1078, 0.0286, 0.4794], [-0.2309, -0.0408, -0.0404], [-0.1450, -0.1105, -0.2674], [-0.4823, -0.3372, -0.7085], [-0.8408, -0.1128, 0.7146], [0.7493, 0.0084, 0.1272], [-0.0053, -0.1829, 0.2490], [0.5148, -0.3297, -0.5727], [0.0407, 0.1063, 0.3908], [-0.3035, 0.1723, -0.0648], [-0.1865, -0.1898, 0.2754], [0.4232, 0.1564, -0.1752], [-0.1655, 0.5420, -0.2626], [0.1061, -0.0250, 0.3270], [-0.1710, -0.3531, -0.0121], [0.2049, -0.1600, -0.2482], [0.1793, 0.1096, 0.1334], [0.1047, 0.0288, 0.0389], [-0.0829, -0.1273, 0.1066], [0.0357, 0.0050, 0.1453], [-0.0157, 0.2268, -0.0837], [0.1324, -0.0147, -0.0849], [0.1226, -0.0479, 0.0060], [-0.0327, -0.0164, 0.1069], [-0.0603, 0.1517, -0.0225], [-0.0919, -0.0755, -0.0488], [0.1034, -0.0427, -0.1260], [-0.1800, 0.0158, -0.1127], [-0.0457, -0.1268, 0.0551], [0.1003, 0.0873, 0.0391], [0.0816, -0.0711, -0.1199], [-0.0770, 0.1443, -0.1061], [0.0591, -0.0942, -0.1040], [0.1096, 0.0775, 0.0469], [0.1047, 0.0146, -0.0532], [-0.1070, 0.0902, -0.1013], [-0.1374, -0.1252, -0.0975], [0.1156, -0.0105, -0.1195], [0.0425, 0.0529, 0.1833], [-0.0659, 0.1697, -0.0684], [-0.1577, 0.0347, 0.0689], [-0.0992, 0.1294, 0.0232], [0.0347, 0.0789, 0.1866]], "de_lowest_kcal_mol": 19.0, "spin_multiplicity": 2, "homo_lumo_gap_ev": [6.200, 6.234], "total_charge": -1}

{"formula": "C12H30O12P3Tl", "method": "ωB97M-V/def2-TZVPD", "symbols": ["Tl", "P", "O", "O", "O", "O", "C", "C", "O", "P", "O", "O", "C", "C", "O", "C", "C", "H", "H", "H", "H", "H", "H", "H", "H", "H", "H", "H", "H", "H", "H", "H", "C", "C", "O", "P", "O", "O", "C", "C", "O", "C", "C", "H", "H", "H", "H", "H", "H", "H", "H", "H", "H", "H", "H", "H", "H", "H"], "positions_angstrom": [[18.96491, 4.31789, -17.66286], [20.20480, 1.90633, -16.05691], [21.17664, 2.42309, -17.06315], [18.77290, 1.68062, -16.57632], [19.65890, 3.01428, -15.12269], [20.44270, 0.69318, -15.15408], [17.72378, 9.74675, -19.26021], [16.86585, 8.94723, -20.20568], [15.85891, 8.22439, -19.46711], [15.87568, 6.65123, -19.54028], [17.04346, 5.99392, -18.93304], [14.50605, 6.33478, -18.82359], [14.17351, 5.00002, -18.43955], [12.93328, 4.54194, -19.18547], [15.65888, 6.32416, -21.08753], [16.61278, 5.48458, -21.78723], [16.00743, 5.16186, -23.13820], [18.52520, 10.23370, -19.81411], [17.17376, 10.49743, -18.69091], [18.13403, 9.06755, -18.50958], [16.31702, 9.52909, -20.94785], [17.52138, 8.28439, -20.78319], [14.96718, 4.26487, -18.59150], [13.98186, 5.05429, -17.36770], [13.13201, 4.53835, -20.25842], [12.55927, 3.57797, -18.85147], [12.14280, 5.28020, -19.02878], [17.56749, 6.00790, -21.88288], [16.82023, 4.59194, -21.19528], [15.47244, 6.01345, -23.55043], [16.79914, 4.82882, -23.81228], [15.29092, 4.34162, -23.07321], [23.90592, 5.65114, -18.13638], [23.04939, 6.16280, -19.27612], [22.60951, 7.49880, -18.98880], [21.06122, 7.83819, -18.85104], [20.28135, 6.73956, -18.26310], [20.58734, 8.33750, -20.27010], [20.34211, 7.40219, -21.33128], [20.07951, 8.17756, -22.59602], [21.05332, 9.21132, -18.08758], [21.67470, 9.28272, -16.80218], [21.42029, 10.63651, -16.19315], [24.79712, 6.26641, -18.01990], [23.28434, 5.66809, -17.24029], [24.22687, 4.62488, -18.31061], [23.60399, 6.15954, -20.21786], [22.19224, 5.49944, -19.41847], [21.19015, 6.72166, -21.43554], [19.46041, 6.81545, -21.06012], [20.77167, 9.00300, -22.75251], [20.12578, 7.54162, -23.48208], [19.06487, 8.58468, -22.58459], [21.27336, 8.51428, -16.13686], [22.75094, 9.11345, -16.87365], [21.84499, 10.71682, -15.19297], [21.85464, 11.45842, -16.76741], [20.35040, 10.84730, -16.13108]], "atomic_forces_ev_per_a": [[0.2248, 0.2914, -0.1611], [1.4404, -1.6577, 1.1618], [-0.3072, -0.0541, 0.0414], [-0.9810, 0.6536, -0.0178], [-0.9633, 0.4838, -0.2245], [0.6271, 0.5584, -0.8889], [-0.1485, 0.0293, 0.3776], [0.0185, 0.1701, -0.3130], [-0.0679, -0.3594, -0.0230], [-0.4133, 0.2893, 0.3320], [0.2017, -0.2529, -0.3450], [0.4399, 0.3400, -0.5438], [-0.6603, -0.8089, 0.4891], [-0.1525, 0.8801, -0.1624], [0.4205, -0.2611, 0.3549], [-0.2234, 0.0428, -0.0896], [0.1137, -0.4898, 0.0910], [0.0888, -0.0383, 0.0991], [-0.2010, 0.0415, -0.2709], [0.2509, -0.0116, -0.1904], [0.0917, 0.2442, 0.1620], [-0.1795, -0.2617, 0.1944], [0.3483, 0.4071, -0.0853], [0.0143, -0.1116, -0.0028], [-0.0033, -0.2459, 0.0072], [0.2116, -0.1245, 0.0179], [-0.0320, -0.0934, 0.0308], [-0.1531, 0.1980, -0.0571], [-0.1233, -0.0245, -0.0367], [0.2329, 0.1636, -0.0681], [-0.0846, 0.1500, -0.1002], [-0.0203, 0.0461, 0.1391], [-0.2926, 0.1203, -0.0931], [0.2692, -0.8398, -0.0847], [-0.3155, 0.2600, -0.1046], [0.5088, 0.0081, -0.0429], [-0.1200, -0.1706, -0.0382], [-0.0821, 0.2196, 0.0316], [-0.1187, -0.1613, 0.0394], [-0.4335, 0.1417, -0.4202], [0.0655, -0.1123, -0.3268], [0.3781, 0.1334, 1.0040], [-0.3111, 0.6891, -0.1535], [-0.0695, 0.0863, 0.1487], [0.2754, -0.0267, 0.1612], [-0.1044, -0.0288, -0.0761], [-0.0167, 0.3348, 0.0437], [-0.0522, 0.1036, 0.1213], [0.0634, 0.0828, -0.0002], [0.1126, -0.1284, 0.0399], [0.1245, -0.0686, 0.1869], [0.1000, -0.1629, 0.1358], [0.0989, 0.1429, 0.0827], [-0.1271, -0.1111, -0.1956], [-0.0438, -0.0859, -0.3238], [-0.0175, -0.2596, 0.0393], [0.0806, -0.2196, -0.1781], [0.0175, -0.1411, 0.0857]], "de_lowest_kcal_mol": 0.0, "spin_multiplicity": 1, "homo_lumo_gap_ev": 6.033}